[1]
A structure of composition C13H29AsN2O7Se3TeZr. Source: the Open Molecules 2025 dataset; level of theory: ωB97M-V with the def2-TZVPD basis set.

Positions of all 57 atoms, in Å:
Zr  0.848  -0.027  1.654
O  0.781  0.197  -0.300
C  -0.351  0.000  -1.136
C  -1.557  0.670  -0.488
N  -1.476  0.523  0.988
C  -1.892  1.756  1.690
C  -0.742  2.511  2.363
O  -0.889  3.664  2.706
O  0.341  1.798  2.544
C  -2.245  -0.633  1.470
C  -1.803  -0.991  2.883
O  -2.586  -1.416  3.709
O  -0.526  -0.813  3.062
H  1.740  1.828  -1.060
H  -0.487  -1.074  -1.288
H  -0.172  0.479  -2.105
H  -2.490  0.229  -0.858
H  -1.593  1.729  -0.768
H  -2.588  1.504  2.496
H  -2.397  2.442  1.011
H  -2.008  -1.492  0.831
H  -3.322  -0.453  1.434
Se  2.885  -1.242  3.129
Se  3.538  -1.932  0.962
Te  4.830  -4.108  1.121
Se  0.973  -2.837  1.097
O  2.701  1.281  1.256
H  2.528  2.000  0.579
H  3.011  1.678  2.077
C  0.652  4.747  -2.171
As  0.503  3.714  -0.526
C  1.452  5.019  0.598
C  -2.542  3.635  -1.925
O  2.061  2.717  -0.829
H  -0.005  5.613  -2.086
H  0.272  4.130  -2.982
H  1.688  5.052  -2.326
H  0.835  5.915  0.681
H  2.416  5.273  0.153
H  1.579  4.607  1.599
H  -2.494  4.653  -2.353
H  -2.927  3.752  -0.894
H  -3.324  3.099  -2.492
C  0.774  -5.672  0.071
C  0.305  -4.584  -0.895
C  -1.052  -4.970  -1.485
C  1.343  -4.447  -2.022
N  0.121  -3.238  -0.335
H  0.782  -6.635  -0.447
H  0.101  -5.747  0.929
H  1.782  -5.480  0.441
H  -0.987  -5.924  -2.016
H  -1.389  -4.199  -2.179
H  -1.796  -5.062  -0.690
H  1.434  -5.383  -2.583
H  2.316  -4.206  -1.589
H  1.049  -3.649  -2.704

- Total charge: -2
- Frontier orbital gap: 4.3 eV
- 2S+1: 1
- Max |F|: 0.745 eV/A
- Energy above the lowest of the compared OMol25 structures with the same formula, charge and spin: 0.00 kJ/mol

[2]
A structure of composition C18H20AsBCrN6O2S4. Source: the Open Molecules 2025 dataset; level of theory: ωB97M-V with the def2-TZVPD basis set.

Positions of all 53 atoms, in Å:
Cr  0.672  -0.901  -1.033
O  -3.909  3.730  1.434
C  -4.213  2.898  0.325
C  -3.104  1.902  0.129
C  -3.343  0.724  -0.561
C  -2.296  -0.143  -0.798
N  -1.061  0.112  -0.369
C  -0.818  1.244  0.296
C  -1.816  2.165  0.566
C  0.615  1.500  0.630
C  1.015  2.520  1.458
C  2.385  2.745  1.638
C  2.850  3.909  2.469
O  2.481  5.148  1.874
C  3.272  1.934  0.979
C  2.799  0.902  0.165
N  1.497  0.686  0.022
H  -4.544  4.450  1.459
H  -4.305  3.490  -0.592
H  -5.155  2.362  0.474
H  -4.331  0.478  -0.929
H  -2.430  -1.064  -1.347
H  -1.596  3.087  1.080
H  0.288  3.154  1.945
H  3.931  3.845  2.622
H  2.369  3.896  3.447
H  2.768  5.130  0.954
H  4.341  2.090  1.052
H  3.453  0.233  -0.377
S  3.676  1.726  -2.633
As  2.565  0.068  -3.389
S  0.395  0.408  -2.962
S  2.696  -1.646  -1.958
S  2.899  -0.523  -5.371
B  -1.351  -3.152  0.570
N  -1.237  -3.299  -0.984
C  -1.897  -4.156  -1.769
C  -1.544  -3.924  -3.087
C  -0.635  -2.869  -3.022
N  -0.460  -2.500  -1.755
N  0.091  -3.026  1.148
C  0.640  -3.735  2.138
C  1.931  -3.284  2.351
C  2.098  -2.282  1.398
N  0.983  -2.120  0.691
H  -1.842  -4.172  1.003
H  -2.005  -2.176  0.866
H  -2.556  -4.886  -1.328
H  -1.876  -4.452  -3.964
H  -0.081  -2.363  -3.797
H  0.071  -4.513  2.617
H  2.651  -3.647  3.063
H  2.972  -1.697  1.159

- Total charge: -1
- Frontier orbital gap (alpha / beta): 5.7 / 5.6 eV
- 2S+1: 4
- Max |F|: 0.690 eV/A
- Energy above the lowest of the compared OMol25 structures with the same formula, charge and spin: 0.00 kJ/mol

[3]
An isolated molecule of C28H33N3O2. Source: the Open Molecules 2025 dataset; level of theory: ωB97M-V with the def2-TZVPD basis set.

Positions of all 66 atoms, in Å:
C  6.396  -0.230  -4.446
H  5.679  0.455  -4.889
H  6.984  0.308  -3.706
H  7.060  -0.603  -5.221
C  5.655  -1.390  -3.788
N  4.785  -0.908  -2.724
C  3.709  -0.109  -2.918
O  3.434  0.413  -3.982
C  2.882  0.101  -1.694
C  2.319  1.356  -1.470
C  1.541  1.587  -0.360
C  1.276  0.560  0.552
C  1.803  -0.706  0.309
C  2.604  -0.924  -0.798
H  2.984  -1.921  -0.976
H  1.601  -1.533  0.972
O  0.517  0.915  1.615
C  0.118  -0.051  2.576
C  -0.310  0.714  3.830
C  -1.580  1.516  3.560
N  -2.634  0.614  3.141
C  -2.292  -0.011  1.880
C  -1.059  -0.893  2.070
H  -0.804  -1.369  1.122
H  -1.276  -1.665  2.808
H  -2.075  0.732  1.093
H  -3.134  -0.625  1.554
C  -3.965  1.168  3.204
H  -4.134  1.499  4.234
C  -4.267  2.348  2.251
C  -5.662  2.838  2.486
C  -6.734  2.288  1.793
C  -8.028  2.708  2.043
C  -8.270  3.684  2.995
C  -7.210  4.237  3.693
C  -5.917  3.815  3.441
H  -5.093  4.252  3.987
H  -7.391  5.001  4.436
H  -9.279  4.014  3.190
H  -8.850  2.273  1.494
H  -6.550  1.527  1.048
H  -4.153  2.014  1.218
H  -3.552  3.151  2.440
H  -4.671  0.359  2.994
H  -1.355  2.278  2.796
H  -1.896  2.021  4.476
H  0.493  1.386  4.136
H  -0.497  -0.005  4.628
H  0.971  -0.698  2.826
H  1.116  2.560  -0.169
H  2.511  2.145  -2.182
H  4.922  -1.294  -1.805
H  6.372  -2.072  -3.319
C  4.837  -2.186  -4.824
C  4.047  -3.253  -4.127
N  4.720  -4.326  -3.728
C  4.078  -5.269  -3.063
C  2.732  -5.198  -2.742
C  2.025  -4.077  -3.152
C  2.690  -3.089  -3.857
H  2.175  -2.201  -4.191
H  0.974  -3.973  -2.923
H  2.252  -5.992  -2.192
H  4.679  -6.121  -2.770
H  4.170  -1.501  -5.346
H  5.528  -2.642  -5.531

- Total charge: 0
- Frontier orbital gap: 9.0 eV
- 2S+1: 1
- Max |F|: 0.744 eV/A
- Energy above the lowest of the compared OMol25 structures with the same formula, charge and spin: 2.28 kJ/mol
- SMILES: C[C@H](Cc1ccccn1)NC(=O)c1ccc(OC2CCN(CCc3ccccc3)CC2)cc1

[4]
An isolated molecule of C10H26O2Si2. Source: the Open Molecules 2025 dataset; level of theory: ωB97M-V with the def2-TZVPD basis set.

Positions of all 40 atoms, in Å:
O  -0.963  -0.230  1.446
O  1.699  -1.608  -2.502
C  -1.620  -0.601  0.238
C  0.329  -1.693  -2.124
C  -1.301  -2.011  -0.196
C  0.148  -2.135  -0.659
C  -1.004  1.147  4.236
C  -3.454  0.004  3.023
C  -2.190  2.355  1.696
C  4.340  -0.490  -1.901
C  2.400  0.700  -3.957
C  1.890  0.971  -0.970
Si  -1.825  0.731  2.559
Si  2.529  -0.181  -2.308
H  -1.330  0.144  -0.507
H  -2.704  -0.487  0.371
H  -0.022  -0.648  -2.236
H  -0.190  -2.289  -2.848
H  -1.482  -2.686  0.669
H  -2.026  -2.341  -0.966
H  0.500  -3.160  -0.576
H  0.778  -1.543  0.019
H  -1.576  1.886  4.810
H  -0.899  0.254  4.860
H  -0.028  1.589  4.029
H  -4.031  -0.211  2.117
H  -3.346  -0.859  3.661
H  -3.967  0.745  3.623
H  -2.682  2.915  2.494
H  -1.354  2.959  1.327
H  -2.907  2.178  0.901
H  4.371  -1.003  -0.948
H  4.794  -1.121  -2.663
H  4.808  0.489  -1.825
H  3.111  1.517  -4.044
H  1.389  1.072  -3.993
H  2.546  -0.025  -4.754
H  1.979  0.558  0.043
H  0.857  1.195  -1.144
H  2.431  1.915  -1.004

- Total charge: 0
- Frontier orbital gap: 10.4 eV
- 2S+1: 1
- Max |F|: 2.226 eV/A
- Energy above the lowest of the compared OMol25 structures with the same formula, charge and spin: 0.00 kJ/mol
- SMILES: C[Si](C)(C)OCCCCO[Si](C)(C)C

> Which of these has the lowest total charge?

C13H29AsN2O7Se3TeZr

> Which formula does entry 2 have?

C18H20AsBCrN6O2S4